[1]
# C15H13FeI2NO7S2Ti

A structure of composition C15H13FeI2NO7S2Ti in a non-equilibrium geometry (ωB97M-V/def2-TZVPD, the Open Molecules 2025 dataset).

- Lowest unoccupied orbital energy (alpha / beta): -15.96 / -17.03 eV
- Charge: +4
- Orbital gap (alpha / beta): 5.710 / 4.494 eV
- <S²>: 12.35
- Spin multiplicity: 7
- HOMO level (alpha / beta): -21.67 / -21.52 eV

Geometry (Å):
I  1.3564  -2.9508  -0.3773
I  1.1312  3.3129  0.2828
Fe  -0.2094  1.5203  -0.5657
Ti  -0.1627  -0.8496  0.2451
S  1.1480  0.2207  -1.5238
C  -1.9900  -0.7800  -0.7300
C  -1.4397  -2.4825  1.0994
C  0.8225  -0.0009  -3.5247
C  1.7561  1.0121  -4.1824
C  -0.6342  0.2816  -3.8256
C  1.2383  -1.4266  -3.8295
C  -1.0068  1.2833  1.0791
C  -1.6556  2.1086  -1.3843
O  -2.1079  -3.3207  1.5198
O  -2.9743  -0.9169  -1.3380
O  -1.4978  1.7391  2.0394
O  -2.8142  2.2369  -1.4445
H  1.6143  0.9978  -5.2739
H  2.8106  0.7761  -3.9796
H  1.5538  2.0354  -3.8363
H  -0.7833  0.2312  -4.9128
H  -0.9283  1.2869  -3.4968
H  -1.2953  -0.4396  -3.3363
H  1.0774  -1.6297  -4.8959
H  0.6723  -2.1562  -3.2446
H  2.2978  -1.5857  -3.6058
O  2.0126  2.5999  4.9395
S  2.2244  1.1788  4.8296
O  3.4035  0.5975  5.4210
N  1.9632  0.6287  3.2878
C  0.8867  -0.1209  3.1549
O  0.4757  -0.5794  2.0255
C  0.1716  -0.3767  4.4270
C  -1.0098  -1.0881  4.6932
C  -1.5263  -1.0544  5.9909
C  -0.8862  -0.3252  7.0015
C  0.2989  0.3741  6.7358
C  0.7912  0.3287  5.4374
H  -1.4777  -1.6537  3.8877
H  -2.4407  -1.6022  6.2276
H  -1.3154  -0.3094  7.9987
H  0.8244  0.9425  7.4960

Cartesian forces, eV/Å:
I 0.07 -0.06 -0.19
I 1.30 1.58 0.67
Fe 3.66 -0.19 0.02
Ti 3.68 -1.29 2.58
S 0.00 -1.29 0.08
C -6.68 -0.84 -4.45
C -3.04 -3.90 1.91
C 0.21 -0.26 -2.14
C 0.43 0.30 0.90
C -0.19 0.17 0.93
C 0.27 -0.15 0.73
C -3.02 2.91 5.31
C -10.01 1.81 -1.67
O 2.80 3.43 -1.67
O 4.84 0.84 3.18
O 1.74 -2.34 -3.60
O 5.22 -0.13 -0.31
H -0.16 -0.19 0.27
H -0.29 0.08 -0.12
H 0.01 -0.18 -0.21
H 0.10 -0.06 0.20
H 0.12 -0.11 -0.40
H 0.03 -0.05 -0.33
H -0.02 0.12 0.15
H -0.23 -0.01 -0.28
H -0.04 0.07 -0.22
O -0.27 -1.60 -0.92
S 1.52 0.95 2.50
O -1.61 0.21 -1.29
N -1.26 -0.84 -1.87
C 2.09 1.59 2.66
O -1.10 -0.77 -3.07
C -2.34 -1.58 -1.36
C 1.04 0.30 -0.97
C -0.76 -0.95 -1.24
C 1.52 1.25 1.04
C -0.30 -0.21 0.12
C 0.63 1.16 2.64
H -0.09 0.11 0.45
H 0.22 0.13 -0.06
H 0.05 0.02 -0.03
H -0.13 -0.06 0.06

=====

[2]
# C22H35NO4P2W

A structure of composition C22H35NO4P2W in a non-equilibrium geometry (ωB97M-V/def2-TZVPD, the Open Molecules 2025 dataset).

- Lowest unoccupied orbital energy (alpha / beta): -0.71 / -1.16 eV
- Charge: 0
- Orbital gap (alpha / beta): 5.755 / 5.301 eV
- <S²>: 2.04
- Spin multiplicity: 3
- Energy above the lowest of the compared OMol25 structures with the same formula, charge and spin: 0.000 eV
- HOMO level (alpha / beta): -6.47 / -6.47 eV

Geometry (Å):
W  -1.0942  -0.6952  -0.5048
P  -2.8572  0.1625  1.1794
P  0.8682  -1.5284  -1.7545
N  -2.3375  -1.5954  -1.3704
H  -0.6359  0.7608  0.3479
C  -3.3862  1.8652  0.7573
H  -4.1629  2.2020  1.4645
H  -3.7972  1.8871  -0.2623
H  -2.5255  2.5456  0.8098
C  -2.7314  0.1777  2.9962
H  -3.7335  0.3009  3.4439
H  -2.0731  0.9895  3.3296
H  -2.3011  -0.7729  3.3382
C  -4.3937  -0.8171  0.9374
H  -5.1734  -0.4534  1.6277
H  -4.1982  -1.8761  1.1561
H  -4.7596  -0.7299  -0.0943
C  1.4535  -0.2990  -2.9667
H  2.3669  -0.6761  -3.4554
H  1.6779  0.6675  -2.4884
H  0.6824  -0.1452  -3.7332
C  2.3648  -2.1327  -0.9137
H  3.0212  -2.6386  -1.6388
H  2.0880  -2.8485  -0.1297
H  2.9072  -1.2991  -0.4533
C  0.3205  -2.9629  -2.7504
H  1.1588  -3.3402  -3.3582
H  -0.5023  -2.6854  -3.4195
H  -0.0222  -3.7722  -2.0935
C  -3.2485  -2.3605  -2.0511
C  -4.8462  -2.5672  -3.8307
C  -3.9704  -1.7733  -3.1063
C  -3.4068  -3.7163  -1.6975
C  -4.2831  -4.4957  -2.4382
C  -4.9956  -3.9230  -3.5011
H  -5.4126  -2.1260  -4.6490
H  -3.7912  -0.7111  -3.3124
H  -2.8166  -4.1012  -0.8556
H  -4.4128  -5.5472  -2.1844
H  -5.6821  -4.5400  -4.0750
C  0.6957  1.8216  2.7346
O  0.2097  0.6950  2.5811
C  0.1228  3.0252  2.0452
H  0.6615  3.9466  2.3009
H  -0.9297  3.1317  2.3397
H  0.1775  2.8677  0.9609
C  1.8849  2.0600  3.6311
H  2.6199  2.7110  3.1391
H  2.3425  1.0957  3.8722
H  1.5413  2.5565  4.5505
O  3.8986  0.0721  1.6997
C  4.5713  1.1116  1.3537
C  5.8474  1.3920  1.9434
C  6.4660  2.6092  1.7498
C  5.8934  3.5665  0.8972
C  4.6861  3.3048  0.2407
C  4.0196  2.1006  0.4422
C  2.6941  1.8441  -0.1880
O  2.2309  2.5330  -1.0887
O  2.0246  0.7947  0.3136
H  2.6924  0.3317  1.0115
H  6.2628  0.6320  2.6018
H  7.4096  2.8142  2.2619
H  6.3903  4.5213  0.7396
H  4.2285  4.0326  -0.4334

Cartesian forces, eV/Å:
W -0.73 0.19 2.09
P -0.53 -0.42 -0.40
P 0.82 0.00 -0.70
N 0.71 -0.52 -0.25
H 0.08 0.95 -0.67
C -0.06 0.06 0.10
H 0.24 -0.13 -0.26
H 0.16 -0.03 0.28
H -0.25 -0.25 -0.05
C 0.13 0.00 0.29
H 0.36 -0.02 -0.29
H -0.14 -0.32 -0.15
H -0.07 0.29 -0.05
C -0.33 0.22 0.33
H 0.16 -0.16 -0.28
H -0.01 0.29 -0.10
H 0.18 -0.05 0.25
C 0.30 -0.03 -0.27
H -0.28 0.12 0.10
H -0.11 -0.31 0.04
H 0.14 -0.05 0.20
C 0.12 -0.10 0.10
H -0.25 0.17 0.15
H 0.07 0.16 -0.15
H -0.17 -0.20 -0.07
C 0.25 -0.18 -0.23
H -0.23 0.14 0.19
H 0.14 0.01 0.22
H 0.05 0.24 -0.11
C -0.64 0.25 -0.17
C 0.00 -0.27 0.07
C 0.20 -0.32 0.32
C 0.11 0.51 -0.13
C -0.13 0.21 -0.16
C 0.02 0.10 0.05
H 0.08 -0.21 0.13
H -0.21 -0.50 -0.02
H -0.33 0.09 -0.43
H -0.02 0.24 -0.13
H 0.11 0.11 0.08
C -0.19 -1.50 -0.03
O 0.53 1.63 0.58
C -0.15 0.31 -0.09
H -0.16 -0.26 -0.05
H 0.16 0.02 -0.13
H -0.04 -0.02 0.14
C 0.06 -0.42 -0.09
H -0.16 -0.13 0.10
H -0.02 0.26 0.01
H 0.07 -0.04 -0.20
O -0.43 -0.56 -0.22
C 0.09 1.07 0.03
C -0.42 -0.02 -0.14
C -0.17 -0.22 -0.26
C -0.32 0.36 -0.37
C 0.61 0.10 0.19
C 0.08 -0.80 0.66
C 0.25 0.20 -0.02
O -0.09 -0.38 0.29
O 0.31 0.18 -0.38
H 0.26 0.10 0.04
H -0.07 0.15 -0.07
H -0.26 0.01 -0.20
H -0.08 -0.16 0.04
H 0.20 -0.16 0.21

=====

[3]
# C37H37BF3N6O14

A cluster of 5 separate species, C37H37BF3N6O14 in total in a non-equilibrium geometry (ωB97M-V/def2-TZVPD, the Open Molecules 2025 dataset).

- Lowest unoccupied orbital energy: -5.02 eV
- Charge: +1
- Orbital gap: 6.180 eV
- HOMO level: -11.20 eV

Geometry (Å):
N  -1.2291  0.5401  -0.2373
B  -0.0516  0.6016  -1.1512
O  0.5864  1.8833  -1.3692
C  0.4680  -0.7967  -1.8074
C  1.3910  -1.6914  -0.9514
N  1.9490  -2.9688  -1.3716
C  2.8524  -3.6968  -0.4489
C  1.8565  -4.5604  0.6742
C  1.8857  -3.9192  2.2412
O  0.6567  -3.8178  1.1801
C  1.6298  -3.4533  -2.7140
C  2.2251  -4.8256  -3.3059
C  1.6021  -6.1479  -2.6302
O  0.3909  -5.8864  -1.8793
C  -0.7707  -6.4805  -2.5090
C  -1.9889  -5.4224  -2.2742
F  -1.6561  -4.7125  -1.0722
F  -1.9525  -4.5295  -3.3924
F  -3.2033  -6.1341  -2.1613
C  0.7088  -2.6448  -3.6992
C  0.1002  -1.2586  -3.2555
C  -0.7965  -0.4000  -4.2455
O  -0.8173  0.8404  -4.3337
O  -1.6380  -1.1463  -5.1757
O  -2.7481  -1.5374  -4.4838
H  -1.7327  1.4399  -0.2163
H  -0.8292  0.3489  0.7084
H  0.8020  2.2773  -0.4834
H  1.6725  -1.3371  0.1037
H  3.4922  -3.0126  0.2008
H  3.4174  -4.5705  -0.9133
H  1.8117  -5.7573  0.5634
H  1.0385  -3.8308  2.9911
H  2.1189  -5.0204  2.5922
H  3.3601  -4.8424  -3.1863
H  2.0032  -4.8561  -4.4399
H  1.4464  -6.9079  -3.4901
H  2.4424  -6.6134  -1.9833
H  -0.9710  -7.4929  -2.0061
H  -0.6795  -6.6137  -3.6434
H  0.4935  -3.0248  -4.7636
H  -2.4947  -2.3135  -3.9080
C  -4.8542  2.8756  4.3781
C  -3.4966  3.0958  4.5914
C  -2.5586  2.1981  4.0923
C  -2.9929  1.0846  3.3763
C  -4.3519  0.8539  3.1650
C  -5.2822  1.7549  3.6701
N  -2.0067  0.1528  2.8292
O  -0.8217  0.3779  3.0523
O  -2.4143  -0.7949  2.1738
H  -5.5833  3.5815  4.7645
H  -3.1693  3.9695  5.1445
H  -1.5041  2.3809  4.2648
H  -4.6976  -0.0133  2.6127
H  -6.3421  1.5871  3.5094
C  -2.4482  0.0365  -7.8426
C  -1.6088  -0.2956  -8.9025
C  -1.8713  0.1911  -10.1790
C  -2.9770  1.0149  -10.3822
C  -3.8257  1.3451  -9.3272
C  -3.5568  0.8515  -8.0546
N  -3.2432  1.5503  -11.7197
O  -2.4877  1.2238  -12.6247
O  -4.2027  2.2958  -11.8542
H  -2.2364  -0.3413  -6.8452
H  -0.7465  -0.9325  -8.7324
H  -1.2095  -0.0752  -10.9958
H  -4.6908  1.9817  -9.4783
H  -4.2096  1.1050  -7.2257
C  3.2487  2.9712  8.0673
C  2.5076  4.1453  8.1661
C  1.1645  4.1542  7.8025
C  0.5718  2.9782  7.3447
C  1.3106  1.8016  7.2367
C  2.6537  1.8027  7.5998
N  -0.8469  2.9762  6.9844
O  -1.4595  4.0323  7.0725
O  -1.3396  1.9189  6.6184
H  4.2953  2.9665  8.3573
H  2.9767  5.0537  8.5300
H  0.5982  5.0756  7.8845
H  0.8584  0.8836  6.8771
H  3.2370  0.8911  7.5222
C  5.2075  5.2923  3.6737
C  4.8889  4.7393  2.4366
C  3.7358  3.9757  2.2912
C  2.9049  3.7758  3.3931
C  3.2224  4.3203  4.6356
C  4.3791  5.0803  4.7722
N  1.6766  2.9939  3.2406
O  1.4375  2.5134  2.1380
O  0.9563  2.8676  4.2208
H  6.1058  5.8928  3.7821
H  5.5391  4.9068  1.5842
H  3.4990  3.5506  1.3221
H  2.5839  4.1654  5.4986
H  4.6340  5.5114  5.7348

Cartesian forces, eV/Å:
N 1.84 0.22 -0.50
B -0.64 2.40 0.93
O 0.02 -2.52 0.82
C 1.75 -3.24 -1.76
C -1.17 0.20 -2.14
N -1.98 2.21 -3.06
C -1.46 -2.16 2.38
C -1.47 3.77 1.06
C -0.39 -2.73 -0.99
O 3.46 -4.24 -2.12
C -1.40 1.67 -1.26
C -0.38 0.69 0.12
C 1.22 -0.50 -0.61
O 0.72 -0.86 -1.91
C -1.06 0.23 0.32
C 1.81 -1.29 0.84
F -1.91 -1.29 -3.23
F -0.92 -1.45 2.68
F 2.70 2.65 -0.39
C 0.41 1.94 3.42
C 2.49 -2.90 2.25
C -0.46 3.37 -0.67
O 0.62 -5.07 0.95
O 3.60 0.66 0.91
O -1.78 -1.37 2.07
H 0.57 -0.49 0.23
H -0.91 -0.23 -0.62
H -0.71 -0.22 -1.10
H -0.41 -0.83 -1.79
H -0.96 -0.85 -1.30
H -0.56 1.76 0.09
H -0.05 3.00 0.38
H 1.58 1.37 0.15
H -1.43 0.63 -0.30
H -1.49 0.10 -0.17
H 0.31 0.38 1.94
H 0.06 1.19 1.50
H -1.69 0.72 -0.57
H -0.08 1.58 -0.76
H 0.04 0.22 1.64
H 0.50 0.47 2.02
H -0.13 0.72 -0.90
C 0.11 -0.02 -0.02
C -0.23 -0.12 -0.21
C 0.10 0.09 -0.14
C -0.48 0.58 0.32
C -0.15 -0.10 -0.08
C 0.25 0.01 0.02
N -0.05 -0.31 0.12
O -0.39 -0.16 -0.31
O 0.26 0.36 0.34
H 0.09 -0.09 -0.04
H 0.01 -0.18 -0.04
H -0.13 -0.21 -0.22
H 0.23 0.08 0.06
H 0.15 -0.03 0.00
C -0.03 -0.02 0.05
C -0.30 0.21 -0.03
C 0.10 -0.04 -0.07
C 0.18 -0.31 0.80
C -0.09 0.07 0.03
C 0.21 -0.08 -0.26
N -0.14 0.27 -0.70
O -0.37 0.13 0.52
O 0.49 -0.41 0.13
H -0.17 0.24 -0.56
H -0.09 0.07 -0.08
H -0.22 0.17 -0.02
H 0.19 -0.07 -0.19
H 0.05 -0.01 -0.13
C 0.00 0.00 0.00
C -0.06 -0.23 -0.05
C -0.09 0.08 0.02
C 0.88 0.01 0.28
C -0.03 -0.10 -0.01
C -0.12 0.26 0.01
N -0.53 -0.07 -0.13
O 0.34 -0.50 -0.08
O 0.35 0.53 0.43
H -0.13 0.00 -0.04
H -0.11 -0.09 -0.03
H -0.09 -0.24 -0.07
H -0.12 0.25 0.02
H -0.11 0.09 0.00
C -0.03 -0.02 0.02
C -0.14 -0.04 0.20
C 0.00 -0.02 -0.09
C 0.71 0.45 0.05
C -0.09 -0.02 0.09
C -0.04 -0.10 -0.26
N -0.49 -0.25 0.11
O 0.06 0.19 0.43
O 0.41 0.09 -0.69
H -0.11 -0.08 -0.02
H -0.12 -0.05 0.09
H -0.12 0.01 0.22
H -0.02 -0.08 -0.25
H -0.08 -0.08 -0.09

=====

[4]
# C11H12O3S

A cluster of 2 separate species, C11H12O3S in total in a non-equilibrium geometry (ωB97M-V/def2-TZVPD, the Open Molecules 2025 dataset).

- Lowest unoccupied orbital energy: 0.18 eV
- Charge: 0
- Orbital gap: 9.008 eV
- Energy above the lowest of the compared OMol25 structures with the same formula, charge and spin: 2.197 eV
- HOMO level: -8.83 eV

Geometry (Å):
C  -1.6601  4.2503  0.7592
C  -1.1849  3.2456  0.3232
C  -2.4037  -1.5712  0.1951
C  -2.2424  -0.7885  1.3028
C  -1.6063  -1.3168  -0.9432
C  -1.6326  0.4506  1.2420
C  -0.9479  -0.1027  -1.0060
C  -1.0417  0.8128  0.0139
C  0.6852  2.3933  -0.8574
C  2.6269  -2.8477  -0.1258
C  -0.4479  2.1401  -0.1021
O  1.5382  -0.6839  0.8377
O  3.8698  -0.5363  0.0225
O  1.9979  -0.6883  -1.5145
S  2.5822  -1.0680  -0.3038
H  -1.9819  5.1875  1.2153
H  -3.0670  -2.4454  0.2857
H  -2.6713  -1.1559  2.2844
H  -1.8228  -2.0735  -1.7504
H  -1.3760  1.1549  2.0633
H  -0.4360  0.2935  -1.8708
H  0.8908  -0.0736  0.5011
H  1.0708  3.3517  -1.0191
H  1.2408  1.6217  -1.0729
H  3.6160  -2.9865  -0.5728
H  2.5455  -3.2537  0.8266
H  1.8584  -3.3103  -0.7341

Cartesian forces, eV/Å:
C -0.54 1.53 0.81
C -0.25 0.73 0.78
C 0.93 -0.92 -0.77
C -1.12 0.45 2.91
C -2.44 -1.32 0.00
C 1.31 0.46 -0.46
C -0.10 0.23 -1.26
C -0.19 -0.43 1.76
C -4.56 1.65 3.33
C 0.62 1.06 -2.41
C 2.31 0.65 -3.08
O 1.23 -0.88 0.64
O -0.27 -0.39 0.18
O -1.01 0.35 -2.63
S 0.57 -0.37 2.95
H 0.09 -0.92 -0.54
H 0.59 0.34 -0.32
H 0.40 0.63 -1.25
H 1.07 1.29 0.45
H -0.94 -0.87 -0.25
H 0.02 -0.62 -0.37
H -0.85 0.60 -0.41
H 0.22 1.32 -0.17
H 2.99 -3.99 -1.72
H -0.14 -0.71 0.16
H 0.17 -0.10 1.95
H -0.10 0.23 -0.29

=====

charge of number 2 (C22H35NO4P2W)? 0